Entry 1:
This record from OMol25 describes the molecule CH6N4S. The level of theory is the ωB97M-V functional and the def2-TZVPD basis.

Each line ends with the Löwdin charge.
Positions of all 12 atoms, in Å:
H -2.3647 0.0604 1.1726  0.089
N -1.4670 -0.2580 0.7009  0.073
N -0.7543 0.7084 0.3874  -0.773
S -1.1501 2.2575 0.5010  0.641
C 0.5671 0.2977 -0.0575  -0.541
N 0.4277 -0.0176 -1.4999  0.074
N 1.2115 -0.7744 0.6390  0.079
H 1.1517 1.2028 -0.0287  0.096
H -0.5036 -0.4925 -1.5254  0.087
H 1.0832 -0.5605 -1.9529  0.039
H 0.8321 -0.8627 1.5773  0.080
H 0.9664 -1.5611 0.0861  0.056

Output
M = 106.2 g mol⁻¹
HOMO energy (spin up / spin down) = -8.99 / -8.99 eV
F_max = 4.77 eV/Å
DFT total energy = -17927.556 eV
Energy above the lowest of the compared OMol25 structures with the same formula, charge and spin = 28.7 kcal/mol

Entry 2:
This record from OMol25 describes a structure of composition C21H43N2P3S2Zr. The level of theory is the ωB97M-V functional and the def2-TZVPD basis.

Each line ends with the Löwdin charge.
Positions of all 72 atoms, in Å:
Zr -0.1406 -0.0349 0.4870  1.053
P 1.8811 1.1325 1.6397  0.719
P -1.9923 1.9358 0.9445  0.682
P 0.5197 1.3748 -1.6168  0.692
H -0.8283 -2.8249 0.0897  0.097
C 0.0624 -2.2810 -0.2921  -0.220
C 1.2116 -2.0967 0.5833  -0.147
H 1.2741 -2.6482 1.5228  0.058
C 2.4382 0.7497 3.3304  -0.219
C 1.7617 2.9538 1.8145  -0.217
C 3.4902 0.9632 0.7842  -0.218
C -3.5720 1.3508 0.2142  -0.227
C -2.5507 2.3091 2.6485  -0.260
C -1.8567 3.6441 0.2952  -0.233
C 1.8403 0.4807 -2.5167  -0.251
C 1.2045 3.0757 -1.7132  -0.214
C -0.9306 1.5156 -2.7236  -0.266
H 0.2273 -2.5421 -1.3473  0.033
H 2.2100 -2.0040 0.1309  0.087
H 2.4015 -0.3278 3.5273  0.048
H 1.8215 1.2707 4.0692  0.056
H 3.4769 1.0893 3.4414  0.084
H 0.9242 3.2063 2.4746  0.052
H 1.6197 3.4497 0.8501  0.025
H 2.6925 3.3179 2.2645  0.090
H 3.7210 -0.0955 0.6264  0.059
H 4.2618 1.4012 1.4279  0.082
H 3.5066 1.4793 -0.1802  0.036
H -4.3406 2.1226 0.3597  0.086
H -3.8791 0.4250 0.7204  0.059
H -3.4404 1.1568 -0.8591  0.045
H -3.3610 3.0485 2.5853  0.083
H -1.7162 2.7330 3.2243  0.049
H -2.9270 1.3968 3.1320  0.031
H -2.7360 4.2062 0.6402  0.081
H -1.8274 3.6532 -0.8024  0.037
H -0.9495 4.1164 0.7003  0.050
H 1.9073 0.9105 -3.5230  0.085
H 1.6177 -0.5924 -2.5916  -0.009
H 2.7965 0.6069 -1.9942  0.046
H 1.3486 3.2956 -2.7818  0.090
H 2.1768 3.1318 -1.2051  0.049
H 0.5075 3.8049 -1.2778  0.047
H -0.5629 1.6453 -3.7471  0.078
H -1.5427 2.3813 -2.4387  0.049
H -1.5602 0.6144 -2.6936  -0.008
C -0.8131 -2.7408 -4.9538  -0.561
C -1.8731 -2.6405 -5.8823  -0.046
C -2.0085 -3.5691 -6.9230  0.004
C -1.0752 -4.5941 -7.0951  0.024
C 0.0025 -4.6887 -6.2074  -0.003
C 0.1377 -3.7696 -5.1537  -0.057
S -0.4961 -1.5099 -3.7548  0.860
H -1.2442 -1.6259 -2.5662  -0.080
H -2.5576 -1.8041 -5.7830  0.118
H -2.8384 -3.4721 -7.6217  0.138
H -1.1523 -5.2947 -7.9363  0.147
H 0.7578 -5.4680 -6.3413  0.137
H 0.9955 -3.8056 -4.4806  0.112
C 0.6022 -2.8412 4.3222  0.009
N 0.1365 -1.5662 4.8574  -0.101
C 0.4762 -1.0262 6.0953  0.023
C -0.1254 0.1814 6.1991  0.002
N -0.8463 0.3546 5.0351  0.103
C -0.6499 -0.6840 4.1771  -0.671
S -1.3856 -0.9715 2.6397  0.658
H -0.2547 -3.4225 3.9386  0.114
H 1.3237 -2.6745 3.5060  0.071
H 1.1053 -3.3756 5.1391  0.124
H 1.1288 -1.5630 6.7632  0.155
H -0.1006 0.9132 6.9861  0.151
H -1.4317 1.1566 4.8161  0.143

Output
M = 571.9 g mol⁻¹
HOMO energy (spin up / spin down) = -18.03 / -17.95 eV
F_max = 3.99 eV/Å
Charge = +4
DFT total energy = -76230.134 eV

Entry 3:
This record from OMol25 describes a structure of composition C29H27NO3PReS2. The level of theory is the ωB97M-V functional and the def2-TZVPD basis.

Each line ends with the Mulliken spin population.
Positions of all 64 atoms, in Å:
Re 0.2454 0.2707 0.0332  0.971
O 3.9650 -0.6530 1.1928  0.003
C 2.8656 -0.2929 1.3494  0.021
O 1.9905 -0.2191 0.1786  0.016
C 2.1983 0.1798 2.6210  0.021
P 0.3934 0.3213 2.3954  0.022
C -0.3268 -1.2197 2.9153  -0.035
C -0.1547 -2.2920 2.0280  0.001
C -0.5766 -3.5627 2.3799  0.001
C -1.1750 -3.7595 3.6196  0.001
C -1.3508 -2.6993 4.5010  0.000
C -0.9248 -1.4237 4.1588  -0.001
C -0.3130 1.7790 3.1093  0.012
C 0.4611 2.9367 3.2458  -0.002
C -0.1218 4.0902 3.7429  0.002
C -1.4662 4.0931 4.0974  -0.002
C -2.2403 2.9482 3.9471  0.001
C -1.6714 1.7875 3.4486  0.006
H 2.6546 1.1283 2.9122  -0.001
H 2.4138 -0.5404 3.4127  0.001
H 0.3687 -2.1742 1.0734  -0.002
H -0.4237 -4.3941 1.7053  0.000
H -1.4942 -4.7526 3.9078  0.000
H -1.8054 -2.8699 5.4677  0.000
H -1.0323 -0.6107 4.8653  0.000
H 1.5115 2.9485 2.9814  0.001
H 0.4757 4.9828 3.8713  0.000
H -1.9117 4.9928 4.5013  0.000
H -3.2823 2.9572 4.2373  0.000
H -2.2760 0.8947 3.3419  0.000
S -0.5093 4.6539 -0.6598  -0.007
C -0.7364 3.0499 -0.2513  0.001
N 0.3182 2.2617 -0.4040  -0.012
C 1.4456 2.9806 -0.8841  -0.008
C 2.7192 2.5021 -1.1990  0.002
C 3.6503 3.4105 -1.6564  -0.003
C 3.3436 4.7707 -1.8132  0.001
C 2.0850 5.2471 -1.5287  -0.001
C 1.1399 4.3324 -1.0631  0.001
H -1.6794 2.6871 0.1268  -0.002
H 2.9823 1.4586 -1.1344  -0.003
H 4.6400 3.0584 -1.9142  0.000
H 4.1025 5.4510 -2.1742  0.000
H 1.8336 6.2902 -1.6658  0.000
C -2.7090 -6.2910 -2.3063  0.000
C -2.7098 -4.9262 -1.6857  -0.001
C -2.0797 -3.8558 -2.3374  0.000
C -2.1010 -2.5808 -1.8090  -0.001
C -2.7372 -2.3890 -0.5819  0.004
C -3.3476 -3.4288 0.1106  -0.001
C -3.3372 -4.6909 -0.4625  0.000
S -2.9353 -0.8100 0.1302  0.016
C -4.1414 -0.0414 -0.9289  0.002
O -1.6275 0.0303 -0.3326  -0.026
H -3.0293 -6.2371 -3.3469  0.000
H -3.3673 -6.9744 -1.7759  0.000
H -1.7014 -6.7113 -2.3020  0.000
H -1.5905 -4.0281 -3.2882  0.000
H -1.6554 -1.7589 -2.3562  0.000
H -3.8291 -3.2652 1.0681  0.000
H -3.8237 -5.5093 0.0528  0.000
H -3.7490 -0.0113 -1.9447  0.000
H -4.3820 0.9474 -0.5428  0.001
H -5.0191 -0.6885 -0.8758  -0.001

Output
Spin multiplicity = 2
M = 718.9 g mol⁻¹
HOMO energy (spin up / spin down) = -17.23 / -17.20 eV
F_max = 0.71 eV/Å
Charge = +3
DFT total energy = -71206.205 eV
Energy above the lowest of the compared OMol25 structures with the same formula, charge and spin = 5.4 kcal/mol

Entry 4:
This record from OMol25 describes a cluster of 8 separate species, C48H64BIN2O28PS4 in total. The level of theory is the ωB97M-V functional and the def2-TZVPD basis.

Each line ends with the Löwdin charge.
Positions of all 149 atoms, in Å:
C -3.0203 1.9104 1.3689  -0.059
C -3.0612 0.5484 1.2790  -0.072
B -2.3702 -0.3139 0.0684  -0.804
C -3.4453 -0.3850 -1.2008  -0.068
C -4.1084 -1.7402 -1.4065  -0.222
C -4.7554 -2.2295 -0.1274  -0.199
S -5.5765 -3.8051 -0.4187  0.607
O -6.9931 -3.6429 -0.3509  -0.294
O -5.1310 -4.4245 -1.6346  -0.298
O -5.0899 -4.7808 0.7691  -0.174
O -1.9100 -1.6015 0.6487  -0.001
C -0.5379 -1.8717 0.4295  -0.381
C -0.0498 -2.5783 1.6985  -0.111
C 1.4081 -3.1095 1.5782  -0.276
C 2.4274 -2.6113 2.6361  -0.466
S 4.0006 -1.9527 2.0379  0.944
C 4.6681 -3.2121 1.0371  -1.031
S 3.8204 -4.3290 0.2189  0.823
N 6.1088 -3.1440 0.9790  -0.074
C 6.6399 -4.3843 0.4666  -0.319
C 7.0841 -4.5535 -0.8135  -0.031
C 7.5435 -5.7764 -1.2275  -0.080
C 7.5677 -6.8444 -0.3742  -0.096
C 7.1561 -6.6589 0.9216  -0.088
C 6.7002 -5.4425 1.3361  -0.057
C 6.5437 -1.9891 0.1919  -0.279
C 7.6885 -1.3378 0.5705  -0.020
C 8.1476 -0.2405 -0.1011  -0.075
C 7.4732 0.2507 -1.1809  -0.067
C 6.3191 -0.4033 -1.5736  -0.054
C 5.8619 -1.5015 -0.8917  -0.053
C -0.5867 -2.9195 -0.6740  -0.105
O -1.0015 -2.3872 -1.9398  -0.096
N -1.0336 -3.4523 -2.8422  -0.034
O -1.6004 -3.1633 -3.8196  0.017
C -0.0279 -0.4031 0.1111  -0.513
C 1.3366 -0.1644 -0.5241  -0.174
C 1.6288 -0.7620 -1.8876  -0.321
C 0.8042 -0.1036 -2.9849  -0.589
I 1.1058 -1.2264 -4.8055  0.750
P 0.1443 0.5538 1.7595  0.491
S 0.2946 2.4914 1.5476  0.138
O -1.0775 0.2451 -0.4662  -0.009
H -2.4905 2.4020 2.1855  0.006
H -3.4960 2.5579 0.6406  0.040
H -3.5885 -0.0049 2.0673  0.061
H -3.0304 -0.0443 -2.1376  0.075
H -4.2471 0.3179 -0.9789  0.088
H -4.9027 -1.6241 -2.1438  0.102
H -3.4647 -2.5149 -1.8041  0.083
H -5.5550 -1.5844 0.2042  0.080
H -4.0495 -2.4178 0.6713  0.086
H -4.3132 -5.2192 0.3956  0.081
H -0.2357 -2.0003 2.5964  0.092
H -0.6887 -3.4554 1.7638  0.112
H 1.4104 -4.1906 1.5725  0.075
H 1.7923 -2.8223 0.6093  0.025
H 1.9814 -1.8496 3.2590  0.048
H 2.6489 -3.4369 3.3055  0.071
H 7.0589 -3.7480 -1.5253  0.117
H 7.8636 -5.8884 -2.2481  0.105
H 7.9073 -7.7985 -0.7337  0.099
H 7.1963 -7.4849 1.6132  0.103
H 6.3520 -5.2982 2.3455  0.121
H 8.2475 -1.6789 1.4274  0.120
H 9.0366 0.2748 0.2226  0.100
H 7.7929 1.1213 -1.7193  0.078
H 5.7948 -0.0134 -2.4287  0.108
H 4.9488 -1.9514 -1.2376  0.105
H -1.3266 -3.6508 -0.3652  0.130
H 0.3401 -3.4732 -0.8291  0.118
H 1.4148 0.9152 -0.6460  0.096
H 2.0911 -0.4386 0.2079  0.079
H 1.5942 -1.8442 -1.9298  0.071
H 2.6638 -0.5103 -2.1116  0.090
H 1.2503 0.8533 -3.2124  0.038
H -0.2459 -0.0392 -2.7434  0.044
H -0.8845 0.1467 2.6256  0.007
H 1.3225 0.0543 2.3612  -0.039
C 11.3528 3.4457 0.7106  -0.112
C 10.1205 4.2481 1.0533  -0.117
O 9.3591 4.1655 -0.1691  0.074
C 9.7577 3.0593 -0.8371  -0.561
O 9.2349 2.6081 -1.8098  0.140
O 10.8582 2.5176 -0.2609  0.053
H 11.7682 2.9212 1.5668  0.132
H 12.1358 4.0506 0.2499  0.132
H 9.5465 3.8015 1.8648  0.131
H 10.3346 5.2795 1.3018  0.119
C -7.2717 0.0872 1.5583  -0.114
C -8.4330 1.0405 1.3682  -0.117
O -7.7726 2.2735 1.0611  0.032
C -6.5370 1.9713 0.5605  -0.554
O -5.8085 2.7611 0.0591  0.165
O -6.2712 0.6592 0.7141  0.050
H -7.4997 -0.9312 1.2510  0.130
H -6.8990 0.0729 2.5826  0.128
H -9.0706 0.7632 0.5256  0.130
H -9.0468 1.1447 2.2604  0.125
C -3.9709 -4.3678 4.2048  -0.120
C -2.9379 -3.4676 4.8522  -0.119
O -3.0500 -2.2707 4.0835  0.068
C -4.2857 -2.2410 3.5305  -0.541
O -4.7496 -1.3094 2.9629  0.155
O -4.9208 -3.4279 3.7036  0.061
H -4.4407 -5.0530 4.9060  0.130
H -3.5646 -4.9381 3.3673  0.125
H -3.1742 -3.2417 5.8943  0.130
H -1.9281 -3.8671 4.7957  0.128
C 5.5335 5.4726 2.0598  -0.095
C 5.7361 4.8763 3.4347  -0.103
O 7.1667 4.8822 3.5555  0.063
C 7.6536 5.8273 2.7343  -0.589
O 8.7940 6.1716 2.7386  0.134
O 6.6990 6.3107 1.9191  0.071
H 4.6233 6.0581 1.9779  0.135
H 5.5440 4.7199 1.2709  0.137
H 5.3139 5.4943 4.2281  0.133
H 5.3441 3.8715 3.5241  0.134
C -6.1390 0.2047 -4.7692  -0.111
C -5.9974 1.4403 -5.6350  -0.115
O -5.1787 2.2852 -4.8231  0.045
C -4.4736 1.4950 -3.9688  -0.555
O -3.5825 1.8832 -3.2905  0.173
O -4.9288 0.2216 -4.0123  0.060
H -6.2174 -0.7138 -5.3452  0.133
H -6.9856 0.2670 -4.0817  0.132
H -5.4772 1.2385 -6.5735  0.123
H -6.9473 1.9215 -5.8545  0.131
C -2.5770 4.1241 -6.1670  -0.101
C -1.4143 3.9353 -7.1186  -0.112
O -1.8954 2.9045 -7.9884  0.063
C -3.2482 2.9271 -7.9556  -0.578
O -3.9512 2.3039 -8.6865  0.148
O -3.6948 3.7475 -6.9822  0.052
H -2.6824 5.1475 -5.8180  0.134
H -2.5317 3.4582 -5.3033  0.126
H -1.2084 4.8283 -7.7127  0.128
H -0.5014 3.6226 -6.6193  0.133
C -8.1696 5.5725 3.8050  -0.112
C -9.1469 4.4673 3.4727  -0.122
O -8.7387 3.4187 4.3557  0.053
C -8.0914 3.9823 5.4067  -0.569
O -7.7794 3.4040 6.3942  0.165
O -7.8564 5.2977 5.1756  0.059
H -8.5968 6.5663 3.6989  0.129
H -7.2552 5.5129 3.2131  0.138
H -10.1804 4.7355 3.7035  0.130
H -9.0826 4.1465 2.4358  0.121

Output
M = 1414.0 g mol⁻¹
HOMO energy = -3.21 eV
F_max = 2.55 eV/Å
Charge = -1
DFT total energy = -172528.868 eV